[1]
{
  "formula": "C4H4F3I",
  "method": "ωB97M-V/def2-TZVPD",
  "largest_force_ha_per_bohr": 0.0817,
  "de_lowest_kcal_mol": 71.3,
  "lumo_ev": [-0.0506, -0.1519],
  "homo_lumo_gap_ev": [8.3319, 8.6682],
  "charge": 0,
  "homo_ha": [-0.3081, -0.3241],
  "species": ["C", "C", "C", "C", "F", "F", "F", "I", "H", "H", "H", "H"],
  "positions_angstrom": [[-1.062737, 0.372241, 0.063182], [-0.970880, -1.087168, -0.505878], [0.354966, 0.892468, -0.049154], [1.187753, -0.292028, 0.521639], [0.579753, 2.004096, 0.682756], [0.724737, 1.115809, -1.373277], [1.034952, -0.552617, 1.762607], [3.068060, -0.719144, -0.371464], [-1.825100, 1.091245, -0.403706], [-1.188637, 0.269184, 1.078413], [-1.178524, -1.870065, 0.114525], [-0.724340, -1.224021, -1.519640]],
  "atomic_forces_ev_per_a": [[-0.147, -0.168, -3.300], [1.217, 4.010, 0.329], [0.301, -1.335, -0.281], [-0.138, 0.109, -4.078], [0.069, 0.595, -0.307], [-0.319, 0.019, 1.468], [-0.093, -0.164, 2.163], [-0.532, 0.156, 0.558], [0.996, -1.134, 0.646], [-0.860, 0.066, 2.406], [-0.669, -1.931, 1.374], [0.177, -0.222, -0.978]],
  "mulliken_charge": [-0.631, -0.772, 0.896, -0.162, -0.309, -0.278, -0.209, 0.077, 0.355, 0.300, 0.390, 0.343]
}

---

[2]
{
  "formula": "C22H24ClN3O3",
  "method": "ωB97M-V/def2-TZVPD",
  "largest_force_ha_per_bohr": 0.0120,
  "de_lowest_kcal_mol": 58.3,
  "lumo_ev": 0.1830,
  "smiles": "O=C(NCCN1CCOCC1)/C(=C/c1ccc(Cl)cc1)NC(=O)c1ccccc1",
  "homo_lumo_gap_ev": 8.5117,
  "charge": 0,
  "homo_ha": -0.3061,
  "species": ["O", "C", "N", "C", "C", "N", "C", "C", "O", "C", "C", "C", "C", "C", "C", "C", "C", "Cl", "C", "C", "N", "C", "O", "C", "C", "C", "C", "C", "C", "H", "H", "H", "H", "H", "H", "H", "H", "H", "H", "H", "H", "H", "H", "H", "H", "H", "H", "H", "H", "H", "H", "H", "H"],
  "positions_angstrom": [[-1.127624, -1.615204, -2.539818], [-0.797949, -1.581525, -1.373262], [-0.156879, -2.577895, -0.732558], [0.500081, -3.620392, -1.492983], [1.421460, -4.420410, -0.571662], [2.128784, -3.543468, 0.349637], [3.084331, -2.625162, -0.261265], [4.383232, -3.323170, -0.675600], [4.982151, -3.982828, 0.424156], [4.097111, -4.916972, 1.002941], [2.788022, -4.245681, 1.439836], [-1.183788, -0.417365, -0.488013], [-2.142702, -0.535496, 0.442122], [-2.662714, 0.518760, 1.302613], [-1.868884, 1.560792, 1.788672], [-2.402326, 2.544926, 2.599285], [-3.745107, 2.499843, 2.937968], [-4.417842, 3.736408, 3.941842], [-4.549578, 1.462210, 2.490914], [-4.005492, 0.480369, 1.688548], [-0.571424, 0.777372, -0.837694], [0.629810, 0.836165, -1.490882], [1.324033, -0.148020, -1.657649], [1.039770, 2.198723, -1.918645], [0.121942, 3.191148, -2.253523], [0.568303, 4.434231, -2.664533], [1.926047, 4.699453, -2.741003], [2.843745, 3.711821, -2.421591], [2.403048, 2.465524, -2.019453], [0.272444, -2.401712, 0.166329], [-0.254449, -4.279984, -1.932453], [1.057242, -3.164265, -2.319266], [2.080160, -5.043030, -1.195251], [0.812602, -5.089050, 0.044400], [2.628751, -2.119256, -1.110496], [3.322615, -1.871087, 0.496063], [5.116940, -2.595931, -1.025441], [4.189126, -4.047121, -1.482116], [4.620724, -5.337249, 1.863366], [3.884168, -5.726144, 0.286275], [2.108003, -4.989492, 1.859873], [3.016627, -3.502963, 2.211100], [-2.626053, -1.497551, 0.532147], [-0.810773, 1.580141, 1.574380], [-1.778485, 3.341867, 2.973121], [-5.590023, 1.426624, 2.773474], [-4.630575, -0.327675, 1.338851], [-1.048796, 1.634753, -0.594206], [-0.939881, 2.990405, -2.231867], [-0.146691, 5.198459, -2.930894], [2.267562, 5.673257, -3.058984], [3.902198, 3.913097, -2.491452], [3.101045, 1.678500, -1.776321]],
  "atomic_forces_ev_per_a": [[0.046, 0.072, -0.231], [-0.291, -0.250, 0.358], [0.055, -0.299, 0.124], [-0.075, -0.023, -0.148], [-0.148, 0.077, -0.054], [-0.037, -0.063, 0.102], [0.319, -0.078, -0.127], [-0.225, 0.191, -0.043], [0.066, 0.069, 0.050], [-0.285, -0.048, 0.182], [0.300, -0.114, 0.014], [-0.207, -0.275, 0.134], [0.450, -0.226, -0.361], [-0.128, 0.307, 0.196], [-0.084, -0.125, 0.013], [-0.134, 0.110, 0.071], [0.107, -0.163, -0.126], [-0.070, 0.121, 0.100], [0.006, 0.120, 0.101], [0.186, 0.048, -0.090], [-0.265, 0.320, 0.017], [0.034, 0.021, 0.164], [0.089, 0.133, -0.024], [0.189, 0.259, -0.214], [0.065, -0.135, 0.067], [-0.023, 0.132, -0.009], [-0.043, 0.027, -0.022], [0.034, 0.001, 0.005], [-0.115, -0.132, 0.052], [-0.044, 0.149, -0.025], [0.185, 0.009, -0.041], [-0.053, -0.045, 0.022], [-0.095, -0.002, 0.038], [0.061, -0.032, -0.051], [0.000, 0.068, 0.002], [0.021, 0.049, -0.107], [-0.078, -0.024, -0.077], [0.049, 0.048, 0.024], [-0.082, -0.059, -0.044], [0.048, 0.028, 0.058], [-0.002, 0.012, 0.037], [0.016, -0.096, 0.046], [0.023, -0.141, -0.072], [0.080, 0.006, -0.021], [0.032, 0.073, 0.055], [-0.088, 0.019, 0.035], [-0.068, -0.088, -0.035], [0.151, -0.103, -0.095], [-0.081, -0.023, -0.006], [-0.054, 0.051, -0.028], [0.025, 0.077, -0.028], [0.083, 0.012, 0.005], [0.049, -0.065, 0.007]],
  "mulliken_charge": [-0.686, -0.559, -0.026, -0.859, -0.621, 0.003, -0.386, -0.656, -0.400, -0.485, -0.732, 0.701, -0.608, 0.471, -0.358, -0.791, 0.384, -0.218, -0.675, -0.470, -0.017, 0.293, -0.582, 0.365, -0.298, -0.726, -0.392, -0.599, -0.345, 0.396, 0.422, 0.330, 0.286, 0.531, 0.151, 0.244, 0.384, 0.325, 0.381, 0.300, 0.410, 0.328, 0.459, 0.557, 0.418, 0.416, 0.411, 0.433, 0.469, 0.394, 0.387, 0.390, 0.451]
}